1.
Molecular formula: C2H3F2IO
Method: DFT, wB97M-V/def2-TZVPD

As for the LUMO energy: 0.0119 Eh. Its energy above the lowest of the compared OMol25 structures with the same formula, charge and spin is 30.0 kcal/mol. The SMILES is OCC(F)(F)I. The molar mass is 207.94 g mol⁻¹. For the frontier orbital gap, the calculation gives 10.49 eV. The calculation puts the HOMO energy at -0.3737 Eh.

CARTESIAN COORDINATES (ANGSTROEM)
I (1.31, -0.02, 3.18)
F (0.41, 2.05, 1.45)
F (-1.27, 0.85, 2.03)
O (-0.43, 0.77, -0.72)
C (0.14, 0.79, 1.65)
C (0.29, 0.06, 0.16)
H (1.39, 0.06, -0.26)
H (-1.38, 0.74, -0.60)
H (-0.13, -0.97, 0.16)

---

2.
Molecular formula: C4H11N3O
Method: DFT, wB97M-V/def2-TZVPD

As for the LUMO energy: 0.0327 Eh. Its energy above the lowest of the compared OMol25 structures with the same formula, charge and spin is 83.8 kcal/mol. The SMILES is C/N=C/N.C/N=C\O. The molar mass is 117.15 g mol⁻¹. For the frontier orbital gap, the calculation gives 8.63 eV. The calculation puts the HOMO energy at -0.2844 Eh.

CARTESIAN COORDINATES (ANGSTROEM)
O (-0.71, 1.23, -1.75)
N (-1.32, 0.57, 0.45)
N (0.99, 0.20, 2.29)
N (1.35, 0.36, 0.00)
C (-2.07, -0.57, -0.03)
C (-0.53, 1.23, -0.40)
C (0.83, -0.28, 1.04)
C (1.81, -0.47, -1.11)
H (1.27, 1.17, 2.33)
H (1.69, 0.09, -2.04)
H (-2.57, -1.04, 0.82)
H (-0.15, 2.20, -0.09)
H (0.52, -1.34, 1.00)
H (-2.86, -0.29, -0.74)
H (1.24, -1.41, -1.21)
H (2.87, -0.71, -1.02)
H (0.28, -0.04, 2.96)
H (-1.21, 0.44, -2.01)
H (-1.44, -1.34, -0.51)

---

3.
Molecular formula: C15H22N2O4
Method: DFT, wB97M-V/def2-TZVPD

As for the LUMO energy: 0.0211 Eh. Its energy above the lowest of the compared OMol25 structures with the same formula, charge and spin is 123.0 kcal/mol. The SMILES is O=C([C@H](CO)NC(=O)[C@H]1C[C@@]2(C1)C[C@]21CC1)N1CCCO1. The molar mass is 294.35 g mol⁻¹. For the frontier orbital gap, the calculation gives 10.10 eV. The calculation puts the HOMO energy at -0.3501 Eh.

CARTESIAN COORDINATES (ANGSTROEM)
O (1.82, -2.08, -2.31)
O (3.82, -0.84, -3.53)
O (3.68, -1.48, 0.71)
O (0.00, 0.83, 1.12)
N (0.32, -0.69, -0.51)
N (3.26, -0.31, -2.37)
C (1.77, -0.62, -0.43)
C (-1.95, -0.10, 0.10)
C (2.30, -1.10, -1.78)
C (-2.76, -0.40, 1.39)
C (-2.76, 1.21, -0.06)
C (5.03, -1.45, -3.08)
C (-5.23, 0.51, 0.77)
C (-4.89, 1.70, 3.24)
C (-4.89, 2.83, 2.23)
C (-0.47, 0.06, 0.29)
C (5.57, -0.52, -1.99)
C (-3.74, 0.69, 0.98)
C (4.35, 0.37, -1.67)
C (2.26, -1.55, 0.67)
C (-4.70, 1.43, 1.80)
H (-3.14, 1.43, -1.06)
H (-2.18, -0.82, -0.69)
H (-2.19, -0.13, 2.28)
H (-5.67, -0.43, 1.10)
H (-5.67, 0.94, -0.12)
H (5.89, -1.07, -1.11)
H (2.05, 0.40, -0.20)
H (6.41, 0.08, -2.35)
H (1.82, -1.22, 1.62)
H (1.92, -2.57, 0.44)
H (-3.15, -1.42, 1.50)
H (4.80, -2.45, -2.68)
H (-4.03, 1.61, 3.90)
H (-5.84, 1.43, 3.69)
H (-2.18, 2.07, 0.31)
H (5.67, -1.55, -3.95)
H (4.15, 0.44, -0.61)
H (4.01, -2.05, 1.41)
H (-4.03, 3.49, 2.21)
H (-5.83, 3.31, 2.01)
H (-0.06, -1.35, -1.17)
H (4.46, 1.36, -2.10)

---

4.
Molecular formula: C4H9N3O
Method: DFT, wB97M-V/def2-TZVPD

As for the LUMO energy (alpha / beta): 0.0310 / 0.0179 Eh. Its energy above the lowest of the compared OMol25 structures with the same formula, charge and spin is 143.2 kcal/mol. The molar mass is 115.14 g mol⁻¹. For the frontier orbital gap (alpha / beta), the calculation gives 9.36 / 8.13 eV. The calculation puts the HOMO energy (alpha / beta) at -0.3131 / -0.2808 Eh.

CARTESIAN COORDINATES (ANGSTROEM)
O (2.48, 1.40, 0.73)
N (-1.19, -0.10, 1.76)
N (1.11, 1.07, 0.77)
N (-0.27, -0.79, 1.10)
C (1.02, -0.81, -0.93)
C (0.77, 0.64, -0.52)
C (-0.30, -0.54, -0.29)
C (-1.60, -0.60, -1.05)
H (1.75, -1.35, -0.34)
H (0.74, 1.39, -1.31)
H (-2.35, 0.07, -0.62)
H (-1.44, -0.31, -2.09)
H (2.62, 1.85, 1.57)
H (-2.00, -1.62, -1.02)
H (1.01, -0.99, -1.99)
H (-1.08, -0.19, 2.76)
H (-1.30, 0.88, 1.48)

---

5.
Molecular formula: C11H13O2P
Method: DFT, wB97M-V/def2-TZVPD

As for the LUMO energy (alpha / beta): -0.0154 / -0.0154 Eh. Its energy above the lowest of the compared OMol25 structures with the same formula, charge and spin is 35.0 kcal/mol. The molar mass is 208.20 g mol⁻¹. For the frontier orbital gap (alpha / beta), the calculation gives 8.58 / 8.58 eV. The calculation puts the HOMO energy (alpha / beta) at -0.3306 / -0.3306 Eh.

CARTESIAN COORDINATES (ANGSTROEM)
P (0.30, -1.35, -0.19)
O (-1.13, 0.34, 0.91)
O (0.32, -2.67, 0.45)
C (4.24, -0.03, 0.42)
C (3.19, -0.93, 0.21)
C (-3.18, 1.22, 0.06)
C (1.76, 0.98, -0.23)
C (-2.24, -0.07, 0.23)
C (1.91, -0.40, -0.06)
C (2.79, 1.79, -0.24)
C (-1.93, -0.46, -1.21)
C (-2.99, -1.13, 1.02)
C (-0.81, -1.05, -1.61)
C (4.04, 1.32, 0.16)
H (-2.67, -0.44, -1.89)
H (0.75, 1.36, -0.40)
H (-3.91, 1.21, -0.70)
H (-2.59, 2.11, -0.23)
H (-2.37, -2.03, 1.34)
H (2.56, 2.85, -0.29)
H (-3.64, 1.65, 0.92)
H (-0.72, -1.76, -2.34)
H (-3.93, -1.42, 0.63)
H (-3.15, -0.61, 1.91)
H (5.23, -0.45, 0.73)
H (4.81, 1.97, 0.06)
H (3.34, -1.99, 0.34)

---

Question: The highest molar mass belongs to which entry?
Answer: C15H22N2O4